Version w
C5H16N2O | wB97M-V/def2-TZVPD

Each line ends with the Löwdin charge.
Geometry (Å):
C: -1.583 -2.113 1.136  -0.007
C: -0.459 -1.455 0.178  -0.500
C: -1.081 -0.134 -0.411  -0.129
C: 0.180 0.535 -1.123  -0.240
C: 0.156 1.986 -1.309  -0.423
N: 0.474 2.697 -0.205  0.029
N: -0.016 -2.318 -0.841  0.190
H: -1.150 -3.098 1.523  0.105
H: -2.464 -2.412 0.604  0.057
H: -1.800 -1.199 1.673  0.071
H: 0.262 -1.056 0.954  0.118
H: -1.320 0.447 0.526  0.099
H: -2.095 -0.386 -0.888  0.140
H: 1.139 0.438 -0.556  0.086
H: 0.324 -0.112 -2.034  0.127
H: -0.908 2.223 -1.751  0.164
H: 0.838 2.080 -2.161  0.131
H: 0.849 3.618 -0.162  0.047
H: 3.282 -0.735 0.422  0.041
H: 0.934 -2.670 -0.792  0.041
H: 2.993 -0.962 -0.240  0.018
H: 0.390 1.797 1.048  -0.067
H: 0.705 1.667 2.591  0.050
O: 0.351 1.162 1.817  -0.145

Calculated values
LUMO energy ... -3.514 eV
M ... 120.20 g/mol
HOMO-LUMO gap ... 3.4 eV


Version x
C5H16N2O | wB97M-V/def2-TZVPD

Each line ends with the Löwdin charge.
Geometry (Å):
C: -0.787 -1.356 -1.314  -0.273
N: -0.141 -0.495 -0.312  -0.107
C: -0.953 -0.463 0.918  -0.252
C: -0.229 0.286 2.023  -0.183
C: 0.276 1.674 1.585  -0.269
N: -0.650 2.279 0.613  -0.013
C: 0.086 -1.577 -2.564  -0.088
H: -0.817 -2.325 -0.819  0.105
H: -1.764 -1.020 -1.655  0.108
H: -0.178 0.464 -0.662  0.093
H: -1.168 -1.506 1.178  0.114
H: -1.902 -0.003 0.667  0.103
H: 0.641 -0.304 2.345  0.111
H: -0.928 0.394 2.863  0.106
H: 1.229 1.583 1.061  0.094
H: 0.416 2.308 2.462  0.100
H: -0.223 3.111 0.223  0.073
H: -1.497 2.585 1.067  0.070
H: 0.577 -0.670 -2.860  0.060
H: -0.515 -1.791 -3.445  0.066
H: 0.814 -2.345 -2.378  0.065
H: 3.248 -0.560 -0.040  0.027
H: 1.780 -0.305 -0.410  -0.017
O: 2.687 0.034 -0.546  -0.092

Calculated values
LUMO energy ... 1.012 eV
M ... 120.20 g/mol
SMILES ... CCNCCCN.O
HOMO-LUMO gap ... 10.2 eV


Of them, version w has the lowest stability.


Version w
C23H20N2O3 | wB97M-V/def2-TZVPD

Each line ends with the Löwdin charge.
Geometry (Å):
C: -0.958 1.128 2.994  0.020
C: 0.012 0.251 2.818  -0.157
C: -0.058 -0.867 1.825  -0.117
N: 1.118 -0.947 0.980  0.051
C: 2.006 0.049 0.741  -0.365
O: 2.012 1.165 1.215  0.103
C: 3.079 -0.480 -0.234  -0.360
C: 2.669 -1.915 -0.405  -0.091
C: 3.232 -2.928 -1.145  0.004
C: 2.579 -4.154 -1.183  -0.073
C: 1.386 -4.341 -0.508  -0.075
C: 0.812 -3.321 0.241  -0.006
C: 1.473 -2.111 0.291  -0.150
H: -0.123 -3.479 0.757  0.107
H: 0.885 -5.296 -0.563  0.104
H: 3.001 -4.965 -1.756  0.102
H: 4.156 -2.772 -1.677  0.126
O: 4.360 -0.333 0.322  0.056
H: 4.408 0.546 0.723  0.110
C: 2.977 0.283 -1.584  0.002
C: 1.674 -0.070 -2.266  -0.350
O: 1.627 -0.871 -3.173  0.116
C: 0.446 0.540 -1.704  -0.155
C: 0.389 1.833 -1.189  -0.012
C: -0.789 2.333 -0.676  0.012
C: -1.942 1.548 -0.646  -0.191
C: -1.890 0.253 -1.167  -0.010
C: -0.717 -0.232 -1.703  -0.005
H: -0.671 -1.232 -2.110  0.126
H: -2.767 -0.375 -1.143  0.111
N: -3.125 2.048 -0.109  -0.057
C: -3.221 3.014 0.859  -0.102
C: -4.539 3.228 1.134  -0.084
C: -5.286 2.372 0.291  -0.085
C: -4.393 1.659 -0.450  -0.084
H: -4.570 0.937 -1.222  0.113
H: -6.354 2.299 0.244  0.093
H: -4.934 3.917 1.853  0.094
H: -2.350 3.448 1.306  0.111
H: -0.819 3.345 -0.308  0.115
H: 1.255 2.474 -1.210  0.118
H: 3.811 -0.040 -2.210  0.139
H: 3.058 1.351 -1.381  0.123
H: -0.949 -0.759 1.193  0.120
H: -0.127 -1.817 2.370  0.132
H: 0.907 0.281 3.422  0.110
H: -0.893 1.900 3.739  0.060
H: -1.859 1.106 2.403  0.048

Calculated values
LUMO energy ... 0.098 eV
M ... 372.42 g/mol
SMILES ... C=CCN1C(=O)[C@](O)(CC(=O)c2ccc(-n3cccc3)cc2)c2ccccc21
HOMO-LUMO gap ... 8.6 eV


Version x
C23H20N2O3 | wB97M-V/def2-TZVPD

Each line ends with the Löwdin charge.
Geometry (Å):
O: -0.672 -0.071 -1.967  0.104
C: -1.648 -0.424 -1.340  -0.320
C: -2.693 0.540 -0.902  -0.221
N: -3.860 0.041 -0.505  0.124
C: -4.775 0.870 -0.054  -0.120
C: -4.585 2.245 0.033  -0.046
C: -3.381 2.771 -0.404  -0.050
C: -2.416 1.906 -0.891  0.000
H: -1.462 2.260 -1.251  0.112
H: -3.195 3.835 -0.365  0.109
H: -5.362 2.882 0.427  0.103
H: -5.705 0.414 0.256  0.110
C: -1.854 -1.842 -0.875  -0.008
H: -2.886 -1.966 -0.546  0.118
H: -1.605 -2.539 -1.678  0.135
C: -0.923 -2.115 0.331  -0.352
C: 0.531 -2.226 -0.054  -0.090
C: 1.166 -3.117 -0.886  -0.013
C: 2.546 -3.026 -1.026  -0.082
C: 3.261 -2.069 -0.328  -0.070
C: 2.630 -1.169 0.519  -0.005
C: 1.256 -1.252 0.638  -0.145
N: 0.390 -0.480 1.405  0.049
C: -0.905 -0.891 1.278  -0.348
O: -1.852 -0.364 1.809  0.128
C: 0.745 0.657 2.218  -0.101
H: 1.710 0.467 2.694  0.131
H: -0.030 0.739 2.986  0.129
C: 0.792 1.963 1.407  -0.104
C: 1.983 2.005 0.492  -0.246
C: 3.211 2.443 0.975  -0.058
C: 4.332 2.436 0.165  -0.089
C: 4.239 1.989 -1.142  -0.092
C: 3.020 1.556 -1.633  -0.072
C: 1.898 1.564 -0.822  -0.045
H: 0.959 1.207 -1.216  0.087
H: 2.937 1.203 -2.650  0.108
H: 5.115 1.980 -1.775  0.099
H: 5.280 2.779 0.555  0.100
H: 3.288 2.791 1.997  0.113
H: -0.136 2.042 0.837  0.104
H: 0.835 2.795 2.112  0.120
H: 3.202 -0.428 1.052  0.108
H: 4.334 -2.015 -0.443  0.106
H: 3.062 -3.711 -1.682  0.099
H: 0.612 -3.872 -1.426  0.116
O: -1.371 -3.226 1.074  0.057
H: -1.360 -4.003 0.503  0.109

Calculated values
LUMO energy ... -0.014 eV
M ... 372.42 g/mol
SMILES ... O=C(C[C@]1(O)C(=O)N(CCc2ccccc2)c2ccccc21)c1ccccn1
HOMO-LUMO gap ... 8.1 eV


Of them, version w has the lowest stability.


Version w
CH3N2O | wB97M-V/def2-TZVPD

Each line ends with the Löwdin charge.
Geometry (Å):
C: -0.084 0.001 0.908  0.249
N: -0.271 0.577 -0.396  0.157
N: 0.306 -0.420 -0.735  -0.126
O: 0.863 -1.089 -1.490  0.283
H: 0.803 0.196 1.501  0.135
H: -0.948 -0.473 1.255  0.105
H: -0.669 1.208 -1.044  0.196

Calculated values
Charge ... +1
LUMO energy ... -5.939 eV
M ... 59.05 g/mol
SMILES ... O=[N+]1CN1
HOMO-LUMO gap ... 10.7 eV


Version x
CH3N2O | wB97M-V/def2-TZVPD

Each line ends with the Löwdin charge.
Geometry (Å):
C: 0.389 -0.537 0.039  0.081
N: 0.513 0.870 0.173  0.130
N: -0.093 0.357 1.124  0.323
O: -1.638 -0.375 -0.371  0.064
H: -0.767 -0.805 -0.558  -0.073
H: 1.245 -1.280 -0.002  0.209
H: 0.350 1.770 -0.405  0.266

Calculated values
Charge ... +1
LUMO energy (alpha / beta) ... -8.650 / -8.462 eV
M ... 59.05 g/mol
HOMO-LUMO gap (alpha / beta) ... 8.2 / 9.4 eV


Version y
CH3N2O | wB97M-V/def2-TZVPD

Each line ends with the Löwdin charge.
Geometry (Å):
C: 0.182 -0.147 0.058  -0.272
N: -2.251 -0.105 -0.026  0.472
N: -1.170 -0.229 0.012  0.109
O: 0.665 1.073 -0.121  0.087
H: 0.571 -1.008 -1.181  0.311
H: 0.514 -0.730 0.918  0.161
H: 1.489 1.146 0.338  0.131

Calculated values
Charge ... +1
LUMO energy ... -6.538 eV
M ... 59.05 g/mol
HOMO-LUMO gap ... 10.3 eV


Of them, version x has the lowest stability.


Version w
C4H7Br | wB97M-V/def2-TZVPD

Each line ends with the Löwdin charge.
Geometry (Å):
C: -0.848 0.963 -0.464  -0.306
C: -0.274 -0.411 -0.495  -0.161
C: -1.942 0.669 0.684  -0.550
C: 1.077 -0.667 0.053  -0.117
Br: -3.441 -0.086 -0.062  0.694
H: -0.070 1.671 -0.013  0.125
H: -1.290 1.297 -1.323  0.050
H: -0.973 -1.058 -0.882  0.041
H: -1.595 0.282 1.564  -0.009
H: 1.466 -1.654 0.002  0.053
H: 1.240 -0.508 1.146  0.088
H: 1.828 0.087 -0.315  0.093

Calculated values
LUMO energy (alpha / beta) ... 0.530 / 0.199 eV
M ... 135.00 g/mol
HOMO-LUMO gap (alpha / beta) ... 8.5 / 7.9 eV


Version x
C4H7Br | wB97M-V/def2-TZVPD

Each line ends with the Löwdin charge.
Geometry (Å):
C: -0.070 0.891 -1.669  -0.551
C: -0.124 0.297 -0.487  -0.460
C: 1.111 -0.320 0.098  -0.066
C: -1.363 0.166 0.339  -0.085
Br: -1.556 1.698 -2.535  0.667
H: 0.831 0.968 -2.256  0.048
H: 1.345 0.150 1.052  0.082
H: 0.943 -1.380 0.282  0.084
H: 1.966 -0.210 -0.564  0.075
H: -1.734 -0.858 0.288  0.090
H: -2.148 0.832 -0.009  0.036
H: -1.146 0.390 1.382  0.081

Calculated values
LUMO energy ... 1.032 eV
M ... 135.00 g/mol
SMILES ... CC(C)=CBr
HOMO-LUMO gap ... 10.1 eV


Version y
C4H7Br | wB97M-V/def2-TZVPD

Each line ends with the Löwdin charge.
Geometry (Å):
C: -0.134 -1.306 0.050  -0.091
C: 0.040 0.143 0.467  -0.313
C: -0.887 -0.225 -0.597  -0.117
C: 1.358 0.967 0.100  -0.030
Br: -3.524 0.028 0.293  -0.110
H: 0.560 -1.601 -0.838  0.161
H: -0.635 -1.903 0.714  0.082
H: -0.303 0.375 1.396  0.099
H: -1.175 -0.052 -1.615  0.086
H: 2.029 0.482 -0.669  0.094
H: 1.789 1.276 1.067  0.078
H: 0.882 1.815 -0.367  0.061

Calculated values
LUMO energy ... -1.488 eV
M ... 135.00 g/mol
HOMO-LUMO gap ... 7.7 eV


Of them, version w has the lowest stability.